1.
{
  "formula": "C4H11N2O",
  "method": "wB97M-V/def2-TZVPD",
  "elements": ["C", "C", "C", "C", "N", "N", "O", "H", "H", "H", "H", "H", "H", "H", "H", "H", "H", "H"],
  "positions_angstrom": [[3.9648, -0.5132, -0.0416], [2.6170, -0.1123, 0.4381], [-1.5900, 0.2391, -0.1808], [-4.0232, 0.1009, 0.3856], [1.7664, 0.5594, -0.1724], [-2.8310, -0.1364, -0.3647], [-0.6068, 0.1276, -0.8271], [4.5655, -0.0844, 0.6946], [3.9777, -1.5325, -0.1343], [2.3081, -0.4850, 1.3955], [-4.2256, -0.8456, 0.8520], [-3.7349, 0.8757, 1.2179], [-4.7390, 0.5365, -0.3251], [-1.5054, 0.8375, 0.6900], [2.0272, 0.8703, -1.1311], [4.3302, -0.2427, -1.0257], [-2.9772, -0.6201, -1.2220], [0.6763, 0.4253, -0.2487]],
  "forces_ev_per_a": [[-1.2, 2.3, -0.8], [1.1, -1.3, 0.1], [-3.5, 2.0, 3.5], [1.3, 2.2, 1.8], [-1.2, 1.1, -3.4], [1.1, -0.8, -2.2], [3.4, -1.6, -3.5], [1.9, 0.0, 1.2], [0.2, -2.9, 0.8], [0.0, -0.4, 0.5], [-1.1, -0.1, 0.2], [-0.9, -1.4, -1.5], [-0.2, -0.4, 0.8], [-0.1, 0.7, 1.7], [0.1, -0.1, 0.8], [-0.6, 1.0, -0.2], [-0.1, -0.6, -0.8], [-0.1, 0.3, 0.8]],
  "lowdin_charge": [0.0020, -0.1038, -0.3612, -0.0430, 0.1978, -0.0046, 0.0504, 0.0838, 0.0741, 0.1470, 0.0867, 0.1340, 0.1047, 0.1356, 0.1681, 0.1058, 0.1493, 0.0734],
  "molar_mass_g_mol": 103.145,
  "orbital_gap_ev": 10.4,
  "total_charge": 1,
  "lumo_ha": -0.1348,
  "relative_energy_kj_mol": 205.9
}

=====

2.
{
  "formula": "C6H11N2S",
  "method": "wB97M-V/def2-TZVPD",
  "elements": ["C", "C", "C", "C", "C", "C", "N", "N", "S", "H", "H", "H", "H", "H", "H", "H", "H", "H", "H", "H"],
  "positions_angstrom": [[0.9705, -0.3073, 1.5902], [2.1471, -0.7303, 1.0417], [-0.1926, 0.0521, 0.6814], [-0.4549, -1.0508, -0.3817], [0.0659, 0.8989, -0.5519], [-1.8787, -1.2829, -0.8905], [0.4168, -0.3838, -1.4171], [1.1796, 1.9324, -0.5984], [2.5066, -0.8025, -0.6694], [0.7228, -0.1814, 2.6201], [3.0450, -1.0699, 1.7443], [-1.1148, 0.5167, 1.2595], [-0.0268, -2.0954, -0.1825], [-0.8200, 1.3946, -1.0298], [-2.3830, -1.6785, -0.0892], [-1.9390, -1.9735, -1.8182], [-2.2341, -0.3178, -1.2066], [1.3448, 2.5618, 0.2145], [1.0419, 2.6082, -1.3840], [1.9858, 1.2279, -0.7885]],
  "forces_ev_per_a": [[0.7, 0.1, -2.3], [0.5, -0.1, 2.7], [-2.2, 1.1, 0.8], [1.0, -3.1, -0.4], [0.5, 0.1, -1.7], [1.9, 0.5, -3.1], [1.7, 1.4, 2.3], [0.3, -0.1, -0.7], [-2.9, 0.5, -0.7], [0.6, -0.4, 0.7], [-2.0, 0.7, -1.7], [1.8, -1.4, -0.9], [-0.5, 1.6, 0.3], [0.6, -0.7, 0.6], [-1.7, -0.9, 1.7], [0.4, 1.0, 1.7], [-0.9, 0.3, 0.0], [-0.2, -1.1, -0.1], [0.2, -1.0, 0.4], [0.0, 1.3, 0.3]],
  "lowdin_charge": [-0.1194, -0.4764, -0.2285, -0.3960, -0.2877, -0.0221, 0.0092, 0.1834, 0.9032, 0.1010, 0.1287, 0.1869, 0.1644, 0.1667, 0.0576, 0.1344, 0.0681, 0.1850, 0.1805, 0.0608],
  "molar_mass_g_mol": 143.235,
  "orbital_gap_ev": [7.9, 7.9],
  "total_charge": 1,
  "lumo_ha": [-0.1839, -0.1839],
  "relative_energy_kj_mol": 473.5
}

=====

3.
{
  "formula": "C18H27N3O5",
  "method": "wB97M-V/def2-TZVPD",
  "elements": ["C", "C", "O", "C", "O", "N", "C", "C", "N", "C", "C", "C", "O", "N", "C", "C", "C", "O", "C", "C", "C", "C", "O", "C", "C", "C", "H", "H", "H", "H", "H", "H", "H", "H", "H", "H", "H", "H", "H", "H", "H", "H", "H", "H", "H", "H", "H", "H", "H", "H", "H", "H", "H"],
  "positions_angstrom": [[0.8752, -0.8584, -7.2047], [1.7137, -0.6845, -5.9467], [1.2023, -1.4561, -4.8623], [0.1646, -0.9071, -4.1878], [-0.2718, 0.2005, -4.4036], [-0.3512, -1.7564, -3.2686], [0.2886, -2.9733, -2.8278], [0.9292, -2.7526, -1.4560], [-0.0788, -2.3204, -0.5018], [0.4611, -2.2213, 0.8466], [-0.6451, -2.2543, 1.9166], [-0.5038, -1.1546, 2.9619], [-0.3950, -1.3865, 4.1463], [-0.5272, 0.0859, 2.4110], [-0.3967, 1.3394, 3.0123], [-0.2932, 1.5156, 4.3828], [-0.1710, 2.7968, 4.9109], [-0.0629, 3.0728, 6.2399], [-0.0761, 1.9953, 7.1470], [-0.1563, 3.8909, 4.0513], [-0.2588, 3.7167, 2.6824], [-0.3784, 2.4463, 2.1460], [-0.4812, 2.1509, 0.8020], [-0.4835, 3.2179, -0.1147], [-0.6822, -1.0761, -0.9529], [-1.3306, -1.2739, -2.3230], [0.8103, -1.9104, -7.4724], [1.3292, -0.3090, -8.0245], [-0.1270, -0.4737, -7.0335], [1.7377, 0.3703, -5.6537], [2.7311, -1.0529, -6.0963], [1.0385, -3.2758, -3.5562], [-0.4787, -3.7495, -2.7452], [1.3606, -3.6928, -1.1063], [1.7413, -2.0090, -1.5538], [1.1227, -3.0761, 0.9978], [1.0788, -1.3124, 0.9593], [-1.6185, -2.1536, 1.4344], [-0.6372, -3.2083, 2.4423], [-0.6176, 0.1539, 1.4061], [-0.3093, 0.6389, 5.0060], [0.0228, 2.4424, 8.1349], [-1.0153, 1.4365, 7.0930], [0.7604, 1.3121, 6.9715], [-0.0628, 4.8791, 4.4709], [-0.2430, 4.5855, 2.0444], [0.4485, 3.7895, -0.0666], [-0.5758, 2.7607, -1.0993], [-1.3315, 3.8887, 0.0539], [-1.4599, -0.7735, -0.2492], [0.0679, -0.2665, -1.0225], [-1.7331, -0.3317, -2.6961], [-2.1309, -2.0159, -2.2461]],
  "forces_ev_per_a": [[0.1, -0.1, 0.4], [0.1, 0.4, -0.4], [-0.2, -0.2, 0.3], [0.0, -0.1, -0.2], [0.0, 0.4, -0.1], [0.0, -0.2, 0.1], [0.4, -0.2, 0.1], [-0.1, -0.2, -0.2], [0.1, -0.1, 0.0], [0.0, 0.0, 0.0], [0.2, 0.0, 0.2], [-0.1, -0.5, -0.3], [0.1, 0.0, 0.3], [-0.1, 0.4, -0.5], [0.0, 0.3, -0.1], [0.0, 0.0, 0.3], [0.0, 0.2, -0.4], [0.0, 0.2, -0.2], [0.0, -0.1, 0.1], [0.0, -0.1, 0.3], [0.0, -0.2, -0.2], [0.0, -0.1, 0.1], [0.0, -0.3, 0.5], [0.0, 0.1, -0.2], [-0.2, -0.1, -0.2], [-0.1, 0.4, 0.1], [0.0, -0.1, -0.1], [0.0, 0.1, -0.1], [-0.1, 0.0, 0.0], [0.1, -0.2, 0.0], [-0.1, 0.1, 0.0], [-0.1, 0.0, 0.1], [0.1, 0.0, 0.0], [0.0, 0.0, 0.0], [0.0, 0.0, 0.0], [0.0, 0.1, 0.0], [0.0, -0.1, 0.0], [0.0, 0.0, 0.0], [-0.1, 0.1, 0.0], [0.0, -0.1, 0.1], [0.0, 0.0, 0.0], [0.0, -0.1, 0.0], [0.0, 0.0, 0.0], [0.0, 0.0, 0.0], [0.0, 0.1, 0.1], [0.0, 0.1, -0.1], [0.0, 0.0, 0.0], [0.0, 0.1, 0.0], [0.0, 0.0, 0.0], [0.0, 0.1, 0.0], [0.0, 0.0, 0.1], [0.0, -0.1, 0.1], [0.0, 0.1, 0.0]],
  "lowdin_charge": [-0.0619, -0.2211, -0.0139, -0.5407, 0.0863, -0.0383, -0.1180, -0.1678, -0.1722, -0.1848, -0.0680, -0.4616, 0.0747, 0.1465, -0.1334, 0.0583, -0.2746, -0.0848, -0.0859, -0.0085, -0.0184, -0.2114, -0.1164, -0.0790, -0.1674, -0.1113, 0.0768, 0.0766, 0.0747, 0.1203, 0.1221, 0.1241, 0.1307, 0.1228, 0.1351, 0.1202, 0.1285, 0.1188, 0.1189, 0.1052, 0.0941, 0.0916, 0.0975, 0.0976, 0.1163, 0.1055, 0.0981, 0.0917, 0.0981, 0.1155, 0.1356, 0.1249, 0.1324],
  "molar_mass_g_mol": 365.430,
  "orbital_gap_ev": 8.5,
  "lumo_ha": 0.0267,
  "smiles": "CCOC(=O)N1CCN(CCC(=O)Nc2cc(OC)ccc2OC)CC1",
  "relative_energy_kj_mol": 249.2
}